(1)
{
  "formula": "C14H32Cs2N4O12S2",
  "method": "wB97M-V/def2-TZVPD",
  "elements": ["Cs", "Cs", "S", "O", "O", "O", "O", "C", "C", "O", "N", "C", "H", "H", "H", "H", "H", "H", "H", "C", "C", "O", "N", "C", "H", "H", "H", "H", "H", "H", "H", "C", "C", "O", "N", "C", "H", "H", "H", "H", "H", "H", "H", "C", "C", "O", "N", "C", "H", "H", "H", "H", "H", "H", "H", "C", "C", "O", "S", "O", "O", "O", "H", "H", "H", "H"],
  "xyz": [[-6.96826, 0.63455, 8.40725], [-6.87904, -3.04799, 11.51239], [-9.34461, -1.97784, 8.36875], [-9.47095, -0.63877, 8.95170], [-8.50445, -2.72549, 9.27047], [-10.69708, -2.53531, 8.35417], [-8.75602, -1.95068, 7.02639], [-8.96981, -1.87813, 3.52468], [-9.90501, -0.64263, 3.67471], [-10.29265, -0.10328, 2.59997], [-10.27885, -0.28425, 4.90628], [-11.23955, 0.79809, 5.20393], [-8.26237, -2.04616, 4.33671], [-8.30363, -1.48845, 2.75497], [-9.46582, -2.79108, 3.19513], [-9.73498, -0.62748, 5.68506], [-10.85799, 1.75775, 4.85526], [-11.07963, 0.88292, 6.27880], [-12.26106, 0.51565, 4.94928], [-9.74728, -6.11385, 7.91263], [-8.48874, -6.92630, 8.03979], [-7.69802, -6.68564, 9.01751], [-8.15989, -7.72344, 7.02458], [-6.82161, -8.35551, 6.90171], [-9.67112, -5.12003, 8.35379], [-10.46585, -6.69498, 8.49061], [-10.07997, -6.07655, 6.87532], [-8.75217, -7.71085, 6.20657], [-6.19440, -8.19328, 7.77829], [-6.29522, -7.90456, 6.06049], [-6.90763, -9.42089, 6.68803], [-13.49198, -3.95587, 10.16741], [-13.55957, -4.74616, 8.90575], [-14.55878, -5.30960, 8.71993], [-12.61539, -4.54629, 7.97595], [-12.61204, -4.86258, 6.54896], [-12.71122, -3.19530, 10.17469], [-13.25293, -4.63103, 10.98907], [-14.50661, -3.62883, 10.39472], [-11.87107, -3.91133, 8.22676], [-13.55524, -4.47641, 6.16251], [-12.60610, -5.94287, 6.40391], [-11.82225, -4.57839, 5.85356], [-10.94360, -2.08691, 11.81536], [-10.23981, -0.90893, 12.54159], [-10.50718, -0.76126, 13.75954], [-9.27567, -0.28833, 11.84123], [-8.56882, 0.81924, 12.32175], [-11.81478, -2.44571, 12.36344], [-10.21593, -2.89826, 11.79764], [-11.02515, -1.93471, 10.73912], [-9.07414, -0.60454, 10.90342], [-7.66389, 0.46453, 12.81508], [-9.04102, 1.50282, 13.02733], [-8.10073, 1.42238, 11.54380], [-13.67620, -0.73851, 7.76185], [-12.80067, 0.23119, 8.66788], [-13.47828, 0.48339, 9.91131], [-14.82640, -0.48169, 10.04901], [-15.97877, 0.44768, 9.87631], [-14.80598, -1.30333, 11.24756], [-14.51719, -1.47493, 8.74052], [-13.01400, -1.49307, 7.33731], [-14.27335, -0.43581, 6.90169], [-12.46512, 1.09412, 8.09267], [-11.87518, -0.27895, 8.93498]],
  "lowdin_charge": [1.039, 1.024, 0.092, -0.585, -0.598, -0.358, -0.400, 0.001, -0.517, -0.016, 0.020, -0.038, 0.055, 0.069, 0.081, 0.080, 0.085, 0.062, 0.092, 0.007, -0.515, -0.045, 0.017, -0.048, 0.073, 0.097, 0.070, 0.135, 0.077, 0.077, 0.076, -0.007, -0.628, 0.088, 0.025, -0.077, 0.049, 0.090, 0.078, 0.053, 0.081, 0.071, 0.078, 0.017, -0.490, 0.017, -0.012, -0.098, 0.094, 0.064, 0.046, 0.061, 0.074, 0.104, 0.062, -0.103, -0.152, -0.205, 0.743, -0.279, -0.254, -0.221, 0.107, 0.120, 0.111, 0.083],
  "energy_ha": -2511.23733,
  "e_homo_ev": -8.3,
  "gap_ha": 0.243,
  "de_lowest_ev": 1.9270
}

(2)
{
  "formula": "C14H32InN6O6S",
  "method": "wB97M-V/def2-TZVPD",
  "elements": ["O", "H", "In", "N", "N", "N", "N", "O", "O", "O", "O", "C", "C", "C", "C", "C", "H", "H", "H", "C", "H", "H", "H", "C", "C", "H", "H", "H", "H", "H", "H", "H", "H", "C", "H", "H", "H", "O", "H", "H", "C", "N", "C", "C", "S", "N", "C", "C", "H", "H", "H", "H", "H", "H", "H", "H", "H", "H", "H", "H"],
  "xyz": [[2.27391, 0.16984, -2.96540], [2.91420, -0.37186, -3.48217], [0.08067, -0.32167, -0.50725], [-0.28113, 1.23787, -2.04045], [0.59525, 1.81128, 0.32417], [-0.86622, -2.23370, -0.27082], [-0.22163, -0.78288, 1.73297], [-1.12811, 1.05236, -2.95496], [-1.11511, -2.98281, -1.36837], [0.10931, 0.04848, 2.74450], [0.94593, 2.10040, 1.53426], [0.82437, 2.76294, -0.62159], [0.39609, 2.42642, -1.92442], [-1.05751, -2.79789, 0.91831], [-0.68282, -2.00031, 2.04331], [0.58992, 3.21777, -3.17875], [1.26784, 2.67441, -3.87101], [1.01576, 4.21217, -2.96469], [-0.38132, 3.34092, -3.68757], [1.46273, 4.02694, -0.25062], [2.47818, 3.82447, 0.11667], [0.90465, 4.53545, 0.54027], [1.52984, 4.67997, -1.11517], [-1.66224, -4.15328, 1.02785], [-0.87299, -2.49226, 3.43184], [-1.54177, -4.69697, 0.06320], [-2.74708, -4.08544, 1.24859], [-1.19051, -4.73409, 1.83032], [-0.62509, -1.70855, 4.12541], [-0.25389, -3.37802, 3.63530], [-1.90686, -2.82349, 3.58737], [-0.50970, -2.42178, -2.06277], [0.40501, 0.94271, 2.27489], [2.28077, -0.55985, -0.50315], [2.75176, -0.08347, -1.33866], [2.37306, -1.64436, -0.51516], [2.63612, -0.18679, 0.48887], [0.37268, -1.50406, -2.55420], [1.52115, -0.44370, -2.78375], [0.91406, -2.17749, -3.03662], [-2.20001, 2.48421, 2.81993], [-2.91675, 1.22634, 2.73646], [-2.94006, 0.45071, 3.96677], [-3.22045, 0.64195, 1.55196], [-2.49136, 1.00074, 0.05613], [-4.21522, -0.30410, 1.60177], [-5.42603, -0.02862, 2.35709], [-4.46313, -1.06989, 0.38889], [-2.60158, 3.06494, 3.66923], [-2.34897, 3.03463, 1.87957], [-1.12920, 2.32764, 2.98321], [-3.41529, 1.03660, 4.76055], [-3.49171, -0.47972, 3.83247], [-1.91802, 0.21154, 4.28441], [-6.19753, 0.43548, 1.72491], [-5.81047, -0.98403, 2.71828], [-5.22603, 0.63107, 3.19999], [-4.79212, -0.41550, -0.43620], [-3.53752, -1.57637, 0.08820], [-5.24282, -1.80480, 0.61450]],
  "lowdin_charge": [-0.128, 0.091, 0.787, -0.156, -0.104, -0.075, -0.037, 0.042, -0.042, -0.040, -0.068, -0.233, -0.204, -0.241, -0.230, 0.014, 0.110, 0.083, 0.102, 0.008, 0.114, 0.107, 0.078, 0.012, 0.006, 0.103, 0.112, 0.094, 0.071, 0.109, 0.103, 0.019, 0.040, 0.006, -0.002, 0.046, 0.057, -0.292, -0.052, 0.080, -0.052, -0.193, -0.043, -0.687, 0.777, -0.217, -0.043, -0.100, 0.106, 0.079, 0.075, 0.104, 0.085, 0.084, 0.110, 0.100, 0.082, 0.087, 0.061, 0.097],
  "charge": 1,
  "energy_ha": -1920.40640,
  "e_homo_ev": [-11.3, -11.4],
  "gap_ha": [0.179, 0.251]
}

| no. | maximum force (hartree/bohr) |
| --- | --- |
| 1 | 0.123 |
| 2 | 0.073 |